No. 1
12
Properties=species:S:1:pos:R:3:forces:R:3 method="wB97M-V/def2-TZVPD" smiles="COC1=NC(=O)C=N1" total_charge=0 mol_weight_g_mol=112.09 lumo_energy_ev=-1.16 e_above_lowest_kj_mol=159.9 total_energy_ha=-414.78528
C 2.142426 -0.641042 0.028635 0.1 -0.4 -0.1
O 1.384728 0.570506 -0.043029 -0.6 -0.2 0.1
C 0.090203 0.370380 -0.084391 0.7 0.4 0.4
N -0.537715 -0.750163 -0.063261 0.0 0.0 -0.1
C -1.886499 -0.344133 -0.011504 -0.8 -0.8 -0.2
O -2.860788 -1.057047 -0.026272 0.8 0.8 0.1
C -1.857145 1.197538 0.022287 0.3 0.3 0.2
N -0.639365 1.593365 -0.047433 -1.5 0.3 0.0
H 1.925927 -1.187314 -0.887258 0.4 -0.2 0.0
H 1.792060 -1.260871 0.867592 0.3 0.3 -0.2
H 3.192031 -0.335332 0.107372 -0.4 -0.2 0.0
H -2.745863 1.844117 0.137261 0.7 -0.3 -0.2

---

No. 2
50
Properties=species:S:1:pos:R:3:forces:R:3 method="wB97M-V/def2-TZVPD" total_charge=0 mol_weight_g_mol=386.41 lumo_energy_ev=-2.01 e_above_lowest_kj_mol=800.3 total_energy_ha=-1332.17190
C 2.927761 -3.160992 -2.292894 0.0 -0.2 0.0
C 2.931810 -1.839813 -1.564559 -0.3 0.6 0.2
N 2.416787 -1.881385 -0.197654 0.1 -0.2 0.5
C 3.400088 -2.161728 0.863338 -0.8 -0.1 -0.4
C 3.894742 -0.907434 1.555920 0.2 0.0 0.0
C 1.043360 -1.896134 -0.006070 0.1 -0.2 -0.9
C 0.546331 -1.774550 1.325552 0.5 0.0 0.2
N -0.803586 -1.819303 1.610848 0.1 -0.2 0.0
C -1.703026 -2.442653 0.769537 -0.2 0.5 0.4
C -3.046167 -2.491664 1.088951 0.3 0.2 0.2
C -3.516639 -1.916577 2.269621 -0.1 0.0 -0.1
C -2.591450 -1.297895 3.118152 0.1 -0.1 0.0
C -1.251562 -1.267548 2.795073 -0.3 -0.4 -0.7
O 0.307145 -1.982701 -1.021019 0.3 0.3 0.5
H 3.285820 -2.979888 -3.308681 0.0 -0.2 0.0
H 3.587720 -3.878543 -1.796608 -0.1 -0.1 -0.1
H 1.907427 -3.548931 -2.343227 0.2 0.0 0.0
H 3.954113 -1.446399 -1.487609 -0.2 0.0 -0.2
H 2.329470 -1.131977 -2.142962 0.3 -0.1 0.3
H 2.936830 -2.837038 1.598668 0.2 0.0 -0.2
H 4.236786 -2.680932 0.372901 -0.2 0.0 0.3
H 4.596844 -1.193968 2.343450 0.0 0.2 0.0
H 4.408523 -0.258774 0.838860 -0.1 0.0 0.2
H 3.060682 -0.359376 2.003237 0.2 0.0 -0.1
H 1.211110 -1.529398 2.152788 -0.5 0.0 -0.3
H -1.292718 -2.825350 -0.154217 0.0 0.0 0.2
H -3.693269 -2.988623 0.370051 0.0 0.1 0.3
H -4.576703 -1.948673 2.519212 0.3 0.0 0.0
H -2.899894 -0.829721 4.049801 0.0 -0.1 -0.2
H -0.467288 -0.818857 3.395998 -0.3 0.0 0.0
O -2.318019 5.973938 2.199820 -1.4 -1.6 -1.3
N -3.084075 5.206718 1.568521 -1.4 2.3 2.3
O -4.329655 5.210190 1.719496 2.5 -0.1 -0.4
C -2.518380 4.294260 0.638518 0.8 -1.5 -1.6
C -3.358256 3.428022 -0.093414 0.3 0.7 0.7
C -2.804503 2.565531 -1.018186 1.2 -0.3 -0.4
C -1.392534 2.526940 -1.255322 -0.7 1.4 1.6
C -0.847807 1.635201 -2.247300 1.6 -0.6 -0.9
C 0.479652 1.511731 -2.556607 -1.8 1.4 2.0
N 0.871510 0.663747 -3.589158 0.7 -2.7 -3.3
O 2.093798 0.390150 -3.785522 -2.8 1.1 0.8
O -0.048611 0.197004 -4.305787 1.9 0.7 1.1
C -0.574843 3.410489 -0.490859 -0.5 -0.6 -0.5
C -1.124811 4.276290 0.437297 -0.6 0.1 0.2
H -4.426904 3.471621 0.093424 0.2 -0.1 -0.1
H -3.448296 1.900149 -1.591159 0.1 0.1 0.1
H -1.571402 1.034305 -2.800382 0.4 0.1 0.1
H 1.270382 2.038373 -2.023328 -0.1 -0.4 -0.4
H 0.503159 3.407196 -0.647279 -0.3 0.1 0.1
H -0.511453 4.954974 1.020766 -0.1 -0.1 -0.1

---

No. 3
19
Properties=species:S:1:pos:R:3:forces:R:3 method="wB97M-V/def2-TZVPD" total_charge=-1 mol_weight_g_mol=115.16 lumo_energy_ev=3.56 e_above_lowest_kj_mol=163.2 total_energy_ha=-381.78308
N -0.874770 2.959037 -0.906528 2.2 -3.3 0.1
C -0.485086 1.594468 -1.358054 1.3 2.3 1.3
C -0.498727 0.578284 -0.461880 -1.1 -0.7 -0.5
N -1.358725 0.599070 0.763602 0.1 -0.8 -0.7
C 0.158156 -0.709884 -0.850752 1.3 -1.2 0.7
C 1.326814 -1.409367 0.047070 -4.3 0.0 1.4
C 0.882116 -1.635791 1.570863 0.3 -0.1 0.5
O 1.780910 -2.312658 2.294168 -0.2 -0.1 -0.5
H -1.345768 2.997145 -0.032507 -0.6 -0.2 0.4
H -1.229337 3.481150 -1.621533 -1.4 1.7 -1.9
H 0.207450 1.645024 -2.317043 -1.7 -0.5 2.1
H -2.039008 -0.257253 0.783947 2.1 1.9 -0.2
H -0.672334 0.482187 1.535785 -0.9 -0.3 -0.5
H -0.623539 -1.480408 -1.057716 0.6 0.4 0.0
H 0.788656 -0.493428 -1.701331 -0.6 -0.1 -1.0
H 1.346511 -2.448156 -0.272880 0.7 0.1 -0.5
H 2.213762 -0.844835 -0.087658 1.0 0.2 0.2
H 0.631768 -0.671417 2.071478 0.3 0.8 -0.2
H -0.208848 -2.073165 1.600968 0.9 -0.1 -0.7

---

No. 4
30
Properties=species:S:1:pos:R:3:forces:R:3 method="wB97M-V/def2-TZVPD" total_charge=-1 mol_weight_g_mol=441.24 lumo_energy_ev="0.95 / 1.07" e_above_lowest_kj_mol=109.7 total_energy_ha=-3035.99686
V -0.041352 -0.591101 0.205601 1.9 2.1 0.5
O -5.977738 -1.838219 -0.496857 0.6 0.3 0.1
C -4.829895 -1.502369 -0.331025 -0.6 -0.3 -0.1
C -4.333359 -0.521074 0.726360 -0.3 0.8 0.6
O -5.032050 0.173193 1.435896 0.3 -0.4 -0.3
C -2.859875 -0.557892 0.628462 -0.2 -1.5 -1.8
C -2.485779 -1.391991 -0.472479 -3.9 1.2 1.7
O -1.225903 -1.440360 -0.617772 -0.9 -3.4 -2.1
C -3.625058 -2.019711 -1.113589 0.7 -0.4 -0.5
O -3.654819 -2.800182 -2.044958 -0.2 0.2 0.2
O -1.926254 -0.027499 1.269719 1.2 0.3 0.4
S 2.099938 1.728793 0.502623 0.4 -0.1 0.1
C 3.312937 0.438912 0.495374 -1.3 -0.7 -0.6
C 4.554305 0.859147 0.992536 0.9 0.2 0.5
N 5.555760 1.200239 1.443130 0.1 0.1 0.0
C 3.167084 -0.839002 0.020467 -0.2 1.2 0.3
S 1.803061 -1.602259 -0.708202 -0.1 -0.2 -0.3
C 4.320738 -1.661010 0.049310 0.4 -0.3 0.0
N 5.246516 -2.337197 0.034628 0.3 -0.2 0.0
C -0.642340 2.897388 1.519769 -0.2 0.0 -0.1
O -0.007453 1.779445 2.116233 -0.1 0.0 0.6
C 0.665245 0.923059 1.335966 -0.2 2.6 -1.3
O 0.861848 -0.245286 1.723884 1.1 -2.1 3.0
H -0.895059 3.560934 2.346201 0.0 0.0 -0.1
H -1.554370 2.582076 1.003726 0.2 0.0 0.0
H 0.034589 3.411358 0.829201 -0.1 0.0 0.0
F -1.500140 1.280364 -1.207134 -0.5 0.2 0.0
C -0.269588 0.692637 -1.355697 0.5 1.3 -0.6
F -0.344808 -0.023107 -2.514644 0.1 -0.1 -0.5
H 0.437540 1.519055 -1.564706 -0.2 -0.5 0.3

---

No. 5
118
Properties=species:S:1:pos:R:3:forces:R:3 method="wB97M-V/def2-TZVPD" total_charge=0 mol_weight_g_mol=696.89 lumo_energy_ev=-0.17 e_above_lowest_kj_mol=1211.0 total_energy_ha=-2444.91148
C 0.820717 2.552704 2.901540 -1.8 -0.4 1.8
O 0.762388 1.507703 2.003698 0.4 -0.9 -1.1
H -0.196042 2.955562 3.006592 0.0 0.2 0.4
H 1.364045 3.298826 2.434199 1.6 1.8 -0.1
H 1.165637 2.243461 3.927850 0.0 0.3 -1.1
H 0.970882 1.905448 1.114047 -0.2 -0.8 0.2
C -0.160162 -3.840388 0.427290 -1.4 -1.5 -0.7
O 0.877612 -2.945444 0.374555 0.4 1.6 -0.3
H -0.604946 -4.058085 -0.572938 0.3 0.1 0.4
H -0.975063 -3.558253 1.067260 -0.3 0.5 0.4
H 0.239524 -4.751773 0.824203 0.2 -0.8 0.1
H 0.468424 -2.086748 0.143967 0.8 -0.6 0.6
C 4.140352 -1.800243 -0.561572 0.0 1.0 -1.4
O 4.190830 -3.134530 -0.274540 1.6 -1.1 2.1
H 4.933527 -1.500379 -1.249499 0.4 0.2 0.2
H 4.078733 -1.138057 0.287539 0.1 0.0 0.5
H 3.267003 -1.692431 -1.162438 -1.0 1.0 -0.4
H 3.575970 -3.548833 -0.847000 -0.4 -0.9 -0.6
C -0.018213 4.306260 0.361905 4.0 -6.2 -3.8
O 0.522576 3.225799 -0.274672 -2.3 4.5 2.7
N -1.249032 4.375227 0.673257 -3.6 -1.1 -0.7
N 0.704034 5.283598 0.754073 5.6 4.7 1.0
H -1.688887 3.525768 0.401824 -0.9 -0.5 0.3
H -1.642378 4.977953 1.338540 -0.3 0.7 0.8
H 1.748397 5.239101 0.623997 -1.8 -0.3 -0.1
H 0.409569 6.266646 0.831986 -0.3 -1.1 0.1
C 2.131785 -4.142322 -2.645856 3.8 -5.2 -6.3
O 2.683330 -4.817572 -3.702514 -2.4 2.9 4.3
N 2.237916 -4.603029 -1.423394 -0.8 0.3 2.9
N 1.503752 -3.030136 -2.832688 -2.3 3.2 0.0
H 2.594881 -5.489874 -1.149339 0.3 -0.5 -0.6
H 1.853236 -4.020037 -0.661393 0.1 -0.4 -0.5
H 1.567610 -2.560232 -3.744864 0.0 -0.9 1.0
H 1.026075 -2.470003 -2.082351 1.2 -1.3 -0.9
C 0.402891 -0.215542 -0.690819 5.9 5.2 -0.1
O 1.408064 0.647863 -0.595702 -3.2 -3.1 -0.6
N -0.360107 -0.418054 0.294607 -3.9 0.2 5.9
N 0.189729 -0.908456 -1.734786 0.8 -1.2 -5.2
H -0.063253 0.129304 1.101620 -0.1 -0.2 0.3
H -1.252650 -0.973787 0.484849 0.7 0.1 -0.7
H 0.900647 -0.575382 -2.503254 -2.0 -1.0 1.1
H -0.616880 -1.520687 -1.896552 0.6 0.4 0.2
C 2.408873 -0.532526 -4.226926 9.5 -1.8 2.4
O 3.718805 -0.730910 -3.842822 -6.9 0.7 -2.6
N 1.662748 0.295434 -3.573925 -3.4 5.8 0.7
N 1.700949 -1.300140 -5.000680 -1.6 -1.0 -2.7
H 2.135096 0.888722 -2.901182 0.2 0.0 0.1
H 0.873009 0.870235 -4.069287 2.0 -1.7 1.1
H 2.098119 -1.969866 -5.579468 1.4 -1.3 -1.1
H 0.797847 -1.011211 -5.329281 -0.1 0.2 0.2
C -3.699671 -1.308347 1.553291 7.4 -3.8 -3.3
O -2.504081 -1.781707 0.975339 -5.7 1.5 2.7
N -4.485379 -2.008479 2.267896 -2.2 -5.3 3.1
N -4.010834 -0.102146 1.419863 -2.0 8.4 -1.9
H -4.186719 -3.006680 2.393529 -0.5 1.5 -0.1
H -5.181201 -1.674706 2.976499 1.2 -0.1 -1.3
H -3.394276 0.605289 0.972084 0.1 -1.2 0.6
H -4.939999 0.382075 1.531880 1.0 -1.7 0.1
C 3.938498 2.215153 0.650391 1.7 1.8 1.0
C 4.594373 2.425714 -0.716098 -0.4 -7.6 1.5
C 3.830310 1.679076 -1.821604 -0.2 -0.1 -0.4
O 4.707222 3.622981 -1.106673 0.6 8.5 -1.8
H 4.615366 2.635619 1.472713 -0.5 -0.9 -1.0
H 3.662885 1.201287 0.842946 0.0 -0.7 0.1
H 3.065174 2.824127 0.787459 -0.8 0.3 -0.5
H 5.662792 2.100583 -0.687927 -0.6 -1.4 0.6
H 4.332926 1.757410 -2.829126 -0.4 0.0 1.0
H 2.782295 2.078520 -1.870540 1.0 0.1 0.2
H 3.724463 0.639236 -1.587122 0.1 -0.7 0.0
H 5.334668 3.522555 -1.824389 -0.1 1.1 -0.4
C 0.441110 -2.338857 3.692241 -2.5 -0.3 -2.5
C 1.623662 -1.491075 3.825557 3.8 -9.0 -2.5
C 2.504537 -1.441846 2.609405 -0.4 -0.5 -1.4
O 1.478184 -0.344641 4.230173 -2.2 9.8 4.7
H 0.701800 -3.333954 3.316193 0.0 0.2 0.0
H -0.304148 -1.866493 2.946212 0.8 -0.8 1.1
H -0.006960 -2.466590 4.647698 -0.8 0.0 0.8
H 2.187997 -2.062280 4.583304 0.5 0.0 0.1
H 2.151603 -0.798275 1.758140 -0.3 -0.7 0.7
H 2.689101 -2.449132 2.298084 0.3 -0.4 -0.8
H 3.418511 -0.992068 2.884496 1.3 0.4 0.5
H 1.288271 0.176268 3.467170 -0.4 1.4 -0.8
C -1.641782 0.402187 4.068500 1.4 -0.6 -1.8
C -2.981341 0.935045 4.454729 6.4 6.1 1.7
C -3.242833 2.268024 3.774926 -0.1 0.8 -0.6
O -3.919897 0.176758 4.208969 -8.2 -7.0 -2.7
H -1.545393 0.343503 2.933748 -0.3 -0.2 1.1
H -1.415948 -0.611346 4.483990 -0.2 1.1 -0.2
H -0.866150 1.126297 4.302747 0.2 -0.3 0.5
H -2.902416 1.092263 5.507006 -0.2 0.4 1.2
H -3.351028 2.119343 2.655765 0.6 0.4 1.2
H -2.451088 2.926431 4.063214 0.8 0.7 -0.6
H -4.135310 2.803374 4.112867 -0.3 -0.5 0.1
H -4.000616 0.181187 3.229796 -0.1 -0.3 1.0
C -4.165670 2.789122 -0.515580 1.1 0.4 1.1
C -2.964088 1.845273 -0.716952 -5.6 0.5 -6.4
C -2.183589 2.274262 -1.906551 -0.9 0.2 -2.1
O -2.164653 1.732626 0.257805 2.8 -0.3 6.6
H -3.766464 3.826223 -0.328089 -0.9 -0.8 -0.2
H -4.819612 2.448791 0.306404 0.3 0.4 0.0
H -4.755076 2.700882 -1.409830 -0.2 0.5 -0.4
H -3.487741 0.903658 -0.973852 0.3 -0.1 0.0
H -1.744623 3.223867 -1.778337 0.7 1.2 0.4
H -2.698019 2.320452 -2.864282 -0.8 0.1 0.1
H -1.419981 1.598775 -2.155612 1.5 -1.1 0.2
H -1.615156 0.966749 0.105693 1.4 -0.5 0.2
C -3.048093 -0.970110 -2.488822 1.1 0.9 0.6
C -2.440484 -1.955675 -3.398390 -2.6 4.0 -5.4
C -1.586892 -1.249997 -4.503654 -1.1 0.5 -0.9
O -1.711105 -2.771882 -2.784332 4.6 -6.8 3.7
H -3.925813 -1.240782 -1.983065 -1.1 -1.1 0.7
H -3.352499 -0.192759 -3.138114 -0.1 1.5 -0.2
H -2.320427 -0.661447 -1.713601 -0.5 0.2 -0.6
H -3.223449 -2.408836 -3.977241 -1.0 -0.6 -0.3
H -1.000207 -1.825938 -5.255032 -1.1 -0.5 0.5
H -0.847695 -0.648994 -4.065254 0.9 1.0 1.1
H -2.270635 -0.564753 -5.011869 0.2 -0.1 -0.4
H -1.364678 -3.451878 -3.406441 0.0 0.5 1.0

---

No. 6
61
Properties=species:S:1:pos:R:3:forces:R:3 method="wB97M-V/def2-TZVPD" total_charge=0 mol_weight_g_mol=492.08 lumo_energy_ev=-0.46 e_above_lowest_kj_mol=0.0 total_energy_ha=-1447.11379
Sr -0.083977 0.393101 0.025300 1.6 -0.8 0.1
C 1.874816 -2.376204 3.243854 -3.4 0.5 -4.6
C 1.310291 -1.362611 2.391157 4.2 1.2 4.4
C 1.746270 0.158490 2.728453 0.5 -2.9 2.0
O 1.236637 1.046499 2.023742 -1.1 1.5 -1.8
C 2.524610 0.329544 3.855766 -1.9 2.5 -3.5
C 3.006429 -0.681638 4.608723 2.8 0.1 4.3
C 2.712670 -2.126008 4.252723 2.6 -2.8 5.1
O 3.121979 -3.117203 4.998195 -0.6 3.2 -1.9
O 3.651243 -0.310598 5.642715 -0.8 -1.9 -1.4
O 0.580020 -1.427719 1.430658 -2.4 -1.4 -2.8
H 1.595081 -3.410834 3.110900 -0.1 -0.2 -0.2
H 2.727705 1.355336 4.125779 0.2 0.0 0.3
C -1.820466 -2.772733 0.544911 -0.5 0.4 0.0
O -1.922952 -1.312496 0.555672 -1.3 -0.7 0.5
C -2.708632 -0.716579 1.652212 0.6 -1.2 -0.6
C -3.102873 0.716044 1.245852 0.5 -3.2 0.7
N -1.872213 1.485446 1.408059 -1.9 0.7 -0.1
C -2.120886 2.828136 0.974312 1.9 2.0 -0.9
C -2.215284 3.027113 -0.549770 -0.9 -0.4 -0.3
O -1.391740 2.131401 -1.275707 1.3 -0.4 -0.1
C -1.243368 2.321937 -2.692303 -0.9 -1.2 -0.2
H -0.964830 -3.083516 -0.054584 0.2 0.4 0.5
H -2.669369 -3.264445 0.069844 -0.6 0.6 -0.3
H -1.819658 -3.244061 1.527743 0.6 0.5 0.2
H -2.053844 -0.737054 2.523381 0.0 0.2 0.3
H -3.566597 -1.351097 1.874447 -0.2 0.0 -0.2
H -3.941992 0.967585 1.894465 0.0 0.7 0.0
H -3.458256 0.536718 0.231130 0.2 0.9 -0.3
H -1.773967 1.589959 2.407819 0.7 -0.5 0.3
H -1.253750 3.457496 1.174554 0.3 -0.2 0.9
H -2.939922 3.282510 1.531817 -0.4 0.2 -0.5
H -1.826578 4.000522 -0.848911 -0.9 0.5 0.3
H -3.252531 2.796234 -0.792480 -0.2 0.6 -0.7
H -2.146985 1.916293 -3.147307 -0.4 0.7 -0.2
H -0.522560 1.617568 -3.107503 0.5 0.0 0.7
H -0.981098 3.304107 -3.085580 -0.2 0.3 0.7
C -2.503936 -0.823681 -2.476354 0.1 -1.6 -0.7
O -1.140200 -0.884252 -2.053277 0.3 0.2 -0.5
C -0.313386 -1.941847 -2.668196 -1.3 0.1 1.1
C 1.158135 -1.583999 -2.614848 -1.8 0.6 -0.7
N 1.597427 -1.391847 -1.264459 0.0 0.8 -0.9
C 2.975961 -0.896650 -1.271825 0.5 -1.6 2.2
C 3.240895 0.558673 -1.640654 -0.7 -1.3 0.5
O 2.149359 1.319820 -1.070429 0.6 -0.2 -1.0
C 2.310235 2.732077 -1.217573 0.4 -0.5 0.6
H -2.582598 -0.340724 -3.450352 -0.1 0.4 0.1
H -3.255578 -0.500679 -1.756069 0.8 0.9 0.4
H -2.893874 -1.827964 -2.642053 0.3 -0.5 -0.2
H -0.690379 -2.200297 -3.657731 0.2 0.4 -0.2
H -0.506035 -2.816521 -2.046968 0.1 -0.3 0.0
H 1.213323 -0.620161 -3.120892 0.4 0.1 -0.3
H 1.662080 -2.347884 -3.206978 0.5 -0.1 0.0
H 1.517953 -2.267439 -0.767354 0.2 0.1 0.5
H 3.577045 -1.639919 -1.795614 0.5 0.5 -0.8
H 3.331206 -1.082732 -0.258275 -0.1 0.4 0.4
H 3.418513 0.519487 -2.715370 -0.8 1.2 -0.5
H 4.201542 0.839261 -1.208765 -0.1 0.2 0.3
H 1.936013 3.013899 -2.201770 0.4 0.4 0.0
H 3.352494 2.950729 -0.985240 0.2 0.3 -0.8
H 1.810384 3.265406 -0.408988 -0.6 -0.3 -0.1

---

No. 7
9
Properties=species:S:1:pos:R:3:forces:R:3 method="wB97M-V/def2-TZVPD" total_charge=0 mol_weight_g_mol=75.14 lumo_energy_ev="-2.75 / -2.75" e_above_lowest_kj_mol=525.6 total_energy_ha=-531.94239
C 2.397013 0.329989 -0.334538 1.0 0.3 1.1
C -1.994349 -0.407436 0.243482 4.7 -1.2 -1.9
N 1.573506 0.084625 0.545801 -1.5 0.6 0.3
S -1.238947 1.082017 -0.404342 1.6 -0.4 0.2
H 3.507151 0.467740 0.072955 -1.9 -0.4 -1.3
H 1.997140 0.443064 -1.340946 0.8 0.3 -0.4
H -1.576288 -1.303903 -0.345454 -1.4 1.2 0.9
H -2.973185 -0.227587 0.320191 -4.1 0.1 -0.5
H -1.692040 -0.468509 1.242855 0.8 -0.4 1.6

---

No. 8
12
Properties=species:S:1:pos:R:3:forces:R:3 method="wB97M-V/def2-TZVPD" smiles="C=Cc1nc(O)no1" total_charge=0 mol_weight_g_mol=112.09 lumo_energy_ev=-0.07 e_above_lowest_kj_mol=528.4 total_energy_ha=-414.64493
C 2.323825 -0.376205 -0.052894 2.2 -4.4 -1.0
C 1.423229 0.567688 -0.135188 2.5 3.2 0.5
C 0.110724 0.248155 0.324659 -2.4 3.3 -1.8
N -0.970249 1.019895 0.276602 -1.4 -2.9 -1.5
C -1.953149 -0.091373 -0.073850 -1.0 4.6 2.4
O -3.325252 -0.025711 -0.139477 1.0 6.5 2.0
N -1.506407 -1.232990 -0.061431 3.9 -3.8 0.9
O -0.063044 -1.009843 0.332893 -2.9 -3.4 -1.0
H 3.375777 -0.159955 -0.226314 -0.2 0.2 -0.3
H 2.177545 -1.586666 -0.047730 -0.1 3.4 0.7
H 1.864528 1.585953 -0.525560 -1.7 -1.7 1.4
H -3.457528 1.061056 0.328295 0.2 -4.9 -2.3